Entry from the OMol25 dataset: a molecular structure, C50H55N4ReS3Sb (the ωB97M-V functional and the def2-TZVPD basis).

```
114
Properties=species:S:1:pos:R:3:forces:R:3:mulliken_charge:R:1
Re 0.1200 -0.1887 0.0897 1.10 1.20 -0.18 0.729
C 2.8166 5.6429 1.3816 -0.23 0.08 2.33 -1.148
C 3.7418 4.5750 0.8216 -1.90 -0.62 -2.12 -0.278
C 3.0614 3.2014 0.8902 1.44 -0.04 -0.08 0.895
C 3.7468 2.0401 1.0343 -0.05 0.73 0.91 -0.896
C 5.2607 1.8562 1.2136 -0.08 0.04 1.95 -1.082
C 6.0453 2.5749 2.4204 0.64 0.07 -2.03 -1.223
C 2.7890 0.8430 1.0494 0.64 -0.96 0.24 2.087
N 2.3754 0.4202 -0.2968 -0.51 -0.34 -0.03 -0.700
C 1.6126 2.9911 0.6224 1.27 -2.32 3.16 0.908
C 0.8313 3.4410 -0.2918 -1.49 1.09 -2.73 -2.153
C -0.4646 2.9650 -0.8572 0.27 0.69 -0.50 1.667
C -1.1916 3.8258 -1.6054 0.34 0.80 1.24 -0.535
C -1.0348 5.3800 -1.7136 0.77 -1.26 1.02 -1.429
C -1.5519 6.0766 -0.3836 -0.65 1.75 -0.96 -1.076
C -2.2811 2.0158 -2.9212 -1.67 0.44 0.66 -0.326
C -1.6142 1.0108 -2.0498 -1.44 0.65 -0.85 1.500
C -2.3380 -0.3407 -2.0100 0.08 -0.37 0.50 -0.375
C -2.4997 -1.2211 -0.8457 -1.33 -0.97 0.31 -0.621
N -1.4890 -1.4448 -0.0103 1.13 0.46 0.98 0.981
C -1.8297 -2.4057 0.8839 0.99 -0.75 0.57 -1.020
C -0.8827 -3.0083 1.7608 0.77 0.22 -0.46 -0.411
C 0.4334 -2.6463 1.9376 -2.35 -1.00 0.79 0.134
N 0.9691 -1.4592 1.5112 -0.13 0.10 -0.70 0.122
C 2.2566 -1.3986 2.0022 0.16 -2.21 0.23 0.772
C 3.1104 -0.3909 1.8813 1.81 1.29 0.66 -1.268
C 2.5612 -2.7495 2.6474 0.79 2.14 0.44 0.160
C 1.4108 -3.4279 2.6849 0.46 -0.84 -1.02 -0.005
C 1.1770 -4.8283 3.1699 -0.91 0.10 0.83 -0.878
C 0.4388 -4.7946 4.5656 1.11 -0.85 -0.77 -1.211
C 3.9198 -3.1008 3.2270 -0.79 0.11 -1.40 -1.403
C 4.9336 -3.5436 2.1978 -0.26 -1.36 -0.90 -0.987
C -3.0844 -2.8984 0.5997 -1.52 0.83 -0.33 0.894
C -3.5613 -2.1137 -0.4464 0.31 1.59 -2.33 1.119
C -4.8662 -2.1022 -1.2064 -1.18 -0.27 0.88 -0.509
C -6.0550 -1.4860 -0.3577 0.09 -0.22 -0.89 -1.290
C -3.7886 -4.0547 1.2044 1.50 -1.01 -2.05 -1.508
C -3.2584 -5.3706 0.5242 -0.42 -0.22 0.96 -0.980
N -1.4055 1.0655 0.4275 0.90 -1.84 -2.90 -0.047
C -3.2850 1.6510 -4.0567 1.17 0.12 -0.21 -1.328
C -4.8227 1.7244 -3.8208 1.50 2.16 -0.09 -1.244
H 2.9662 6.6493 1.0623 0.30 0.62 -0.93 0.391
H 2.9712 5.7690 2.4739 -0.02 -0.40 -0.25 0.322
H 1.7391 5.4196 1.3145 0.53 -0.07 -0.39 0.149
H 4.7402 4.5137 1.2204 0.08 0.23 0.25 0.327
H 3.8210 4.7613 -0.2815 0.29 -0.12 0.66 0.122
H 5.8201 2.0651 0.3223 -0.04 0.13 -0.71 0.419
H 5.4115 0.7969 1.4530 -0.01 0.11 -0.43 0.214
H 6.1831 3.6552 2.3419 -0.82 0.14 0.00 0.345
H 7.1174 2.3074 2.2956 -0.63 -0.58 0.34 0.416
H 5.6841 2.3155 3.3926 -0.23 -0.21 0.55 0.314
H 1.3207 4.1925 -0.9133 -0.28 0.33 0.09 0.365
H -1.5396 5.6595 -2.6274 -0.43 0.44 0.02 0.515
H 0.0366 5.5669 -1.9376 -0.48 0.32 0.59 0.382
H -2.6563 6.0835 -0.1807 0.93 -0.47 -0.74 0.257
H -1.2716 7.1565 -0.2079 0.01 -0.82 -0.96 0.389
H -1.1175 5.6279 0.4583 0.65 -1.17 1.09 0.278
H -3.1167 -0.4869 -2.7525 0.14 0.29 0.13 0.723
H -1.2842 -3.9270 2.1451 0.44 -0.37 0.57 0.478
H 4.0257 -0.4693 2.5283 -0.78 0.35 -1.07 0.128
H 2.0943 -5.4560 3.2628 -0.41 0.80 0.01 0.461
H 0.5175 -5.4172 2.4906 0.40 0.64 0.20 0.337
H 1.0041 -4.2839 5.3444 0.25 0.03 -0.15 0.314
H 0.4299 -5.8592 4.7864 -0.61 -0.06 0.73 0.396
H -0.5515 -4.3534 4.5648 -0.15 -0.11 -0.37 0.295
H 3.7544 -3.9289 3.8359 -0.22 -1.24 1.66 0.489
H 4.3645 -2.3018 3.7770 -0.06 0.73 0.67 0.487
H 4.5850 -4.5497 1.7421 0.53 1.86 0.17 0.218
H 5.9167 -3.7539 2.6294 -0.11 0.13 0.17 0.408
H 5.0416 -2.7131 1.4995 0.09 -0.50 -0.60 0.225
H -5.1848 -3.1673 -1.4729 0.49 1.42 -0.20 0.365
H -4.7646 -1.3926 -2.0788 -0.14 -1.32 0.55 -0.032
H -6.2392 -1.9853 0.6038 0.13 -0.02 -0.36 0.337
H -6.9902 -1.4687 -0.9622 0.46 -0.26 0.40 0.389
H -5.8319 -0.4443 -0.1579 0.19 0.22 0.22 0.268
H -4.8495 -3.9972 1.1972 -0.97 0.18 -0.35 0.433
H -3.5101 -4.1343 2.2012 0.45 -0.15 2.11 0.505
H -3.5366 -5.5135 -0.5446 0.08 0.13 0.87 0.277
H -3.5603 -6.2129 1.1811 -0.32 0.05 -0.77 0.372
H -2.1718 -5.4021 0.6331 0.04 0.30 -0.42 0.231
H -2.9820 0.6467 -4.4246 -0.34 0.52 0.03 0.311
H -3.1357 2.3463 -4.9295 0.24 -0.49 0.75 0.470
H -5.2106 1.0673 -3.0947 -0.38 -0.86 0.92 0.199
H -5.2927 1.5910 -4.7754 -0.43 -0.32 -0.46 0.532
H -5.0369 2.7815 -3.5206 -0.08 -0.88 -0.05 0.264
S 4.0319 2.9105 -2.5594 0.48 0.88 0.00 -0.671
Sb 2.3709 1.4782 -2.2408 0.00 -0.87 0.08 0.826
S 3.6450 -0.4081 -1.2375 -0.30 -0.12 0.10 -0.363
S 1.2028 1.5095 1.6425 0.15 1.18 -0.42 -0.789
C -3.5890 3.3167 0.2222 1.80 -1.73 0.47 -0.754
C -2.6792 2.8457 1.3271 -0.10 -0.03 -0.75 -1.654
C -1.8121 1.7807 1.4032 -2.56 3.45 1.22 0.065
C -0.9716 1.5435 -0.7908 1.00 -0.83 -0.20 -0.464
C -2.4826 3.3314 -2.1370 0.50 -0.09 -1.35 0.852
C -3.5497 3.4291 -1.1142 -0.27 -0.39 1.17 -1.050
C -0.9196 -0.1634 -2.6497 -0.63 -0.24 0.01 -0.851
C 0.0988 -0.6978 -1.8003 1.51 -1.29 -0.29 -0.952
C 0.9235 -1.8939 -2.3057 -0.30 1.60 0.57 0.303
C 1.1782 -2.9398 -1.4225 0.06 -0.12 -0.98 0.169
C 1.9646 -3.9920 -1.9095 -0.81 -0.42 1.60 -1.023
C 2.3943 -4.0788 -3.1984 1.02 -1.22 -1.07 -0.415
C 2.1087 -3.0491 -4.0575 1.22 0.52 -2.41 -0.842
C 1.4998 -1.9138 -3.5970 -1.26 0.58 0.45 -0.380
H -4.5634 3.3344 0.6201 -1.32 0.85 0.44 0.542
H -2.9504 3.2101 2.3055 -0.17 0.26 0.10 0.397
H -1.5166 1.5618 2.3798 0.56 -0.77 1.53 0.685
H -2.8059 4.1139 -2.8005 -0.12 0.09 -1.08 1.400
H -4.4495 3.8001 -1.5428 -0.98 -0.07 -0.23 0.449
H -0.9435 -0.3219 -3.7015 0.26 -0.07 -0.83 0.712
H 0.7354 -2.9325 -0.4205 0.37 -0.23 -0.51 0.208
H 2.1321 -4.8041 -1.2322 0.33 -0.42 0.30 0.478
H 3.0172 -4.9157 -3.6266 -0.89 0.73 0.94 0.294
H 2.4955 -3.1287 -5.1308 -0.60 0.36 1.60 0.233
H 1.4164 -1.0066 -4.1958 -0.11 -0.34 -0.12 0.471
```
Forces are in eV/Å.

## Properties
Total charge = -1
LUMO energy (spin up / spin down) = 2.376 / 1.677 eV
HOMO (spin up / spin down) = -3.26 / -3.59 eV
Gap between HOMO and LUMO (spin up / spin down) = 5.64 / 5.27 eV
2S+1 = 3

Entry from the OMol25 dataset: a molecular structure, C12H29NNiO2S2 (the ωB97M-V functional and the def2-TZVPD basis).

```
47
Properties=species:S:1:pos:R:3:forces:R:3:mulliken_charge:R:1
Ni -0.0362 -0.4786 -0.3306 1.57 -0.39 2.61 0.221
S -1.6386 -2.0538 0.1203 -0.32 0.02 -1.19 -0.014
S 2.1529 0.2993 -0.9356 -0.18 -0.08 -0.91 0.003
C -1.2071 -3.3776 -1.0694 -0.19 -0.30 0.07 -0.956
C -2.7515 -1.0176 -0.9032 -0.08 -0.19 0.28 -0.771
C -2.0448 -0.3062 -2.0593 -0.44 0.26 -0.38 -0.467
N -0.9826 0.6145 -1.6337 0.58 -0.19 2.01 0.030
C 0.0264 0.9924 -2.6320 -0.36 0.29 -0.27 -0.571
C 1.3216 1.5208 -2.0242 0.20 -0.01 0.09 -0.717
H -3.1515 -0.2953 -0.1729 -0.18 -0.27 -0.37 0.417
H -3.5313 -1.7016 -1.2611 -0.07 0.58 -0.03 0.528
H -2.7488 0.3253 -2.5886 -0.53 -0.48 -0.51 0.463
H -1.5706 -1.0397 -2.7216 -0.34 0.21 -0.10 0.308
H -0.4555 1.7623 -3.2216 0.39 0.16 -0.74 0.462
H 0.2264 0.0963 -3.2283 -0.08 0.30 -0.15 0.316
H 1.1397 2.3966 -1.3838 0.16 -0.14 -0.33 0.357
H 2.0495 1.7643 -2.8095 -0.36 0.22 0.18 0.549
C 2.7161 -0.9178 -2.1902 0.21 -0.02 -0.11 -1.023
H -1.3525 1.4315 -1.1163 0.07 -0.42 -0.67 0.354
H 1.8822 -1.3789 -2.7316 0.22 0.15 0.12 0.279
H 3.2854 -1.6982 -1.6731 -0.16 0.34 -0.17 0.409
H 3.3947 -0.4246 -2.8943 -0.21 0.03 0.17 0.421
H -0.5432 -4.0832 -0.5567 -0.21 0.23 -0.06 0.319
H -0.7169 -3.0222 -1.9830 -0.14 0.06 0.28 0.264
H -2.1294 -3.9067 -1.3340 0.19 0.11 0.07 0.449
C -2.3854 4.3402 2.2175 0.05 -0.04 0.11 -0.577
C -1.7717 3.8015 3.2675 -0.17 0.07 -0.10 -0.493
H -3.4233 4.1162 1.9814 0.15 -0.03 0.08 0.261
H -1.9043 5.0785 1.5800 0.02 -0.11 0.12 0.275
H -2.2819 3.1143 3.9389 0.05 0.08 -0.14 0.246
H -0.7559 4.0733 3.5431 -0.12 0.04 -0.07 0.298
C 1.8485 -2.7554 0.2790 0.15 0.10 -0.06 -1.078
O 0.9840 -1.8250 0.9629 0.50 -0.24 0.25 0.199
C 1.4961 -1.3002 2.2125 0.09 0.34 0.11 -0.528
C 0.4171 -0.3748 2.7883 0.17 0.05 0.13 -0.646
O -0.0007 0.6277 1.8407 -0.35 -0.47 -0.73 -0.153
C 0.7889 1.8237 1.7731 0.59 -0.24 0.10 -0.739
H 1.5515 -2.7501 -0.7654 -0.34 -0.24 -0.03 0.372
H 1.7722 -3.7822 0.6727 0.10 0.55 0.12 0.281
H 2.8792 -2.3866 0.2537 -0.04 -0.23 0.54 0.386
H 1.7152 -2.1405 2.9012 -0.11 0.50 -0.31 0.385
H 2.4170 -0.7211 2.0118 -0.21 -0.38 0.04 0.366
H -0.4789 -0.9698 3.0245 0.27 0.37 0.02 0.315
H 0.7971 0.1399 3.6903 -0.20 -0.44 -0.26 0.434
H 0.7204 2.4286 2.6916 -0.06 -0.36 -0.37 0.155
H 1.8284 1.5556 1.5539 0.06 0.14 0.34 0.424
H 0.4524 2.4052 0.9153 -0.36 0.06 0.21 0.186
```
Forces are in eV/Å.

## Properties
Total charge = +2
LUMO energy (spin up / spin down) = -5.746 / -8.211 eV
HOMO (spin up / spin down) = -14.71 / -14.71 eV
Gap between HOMO and LUMO (spin up / spin down) = 8.97 / 6.50 eV
Energy relative to the best compared isomer or geometry (same formula, charge and spin) = 0.0 kJ/mol
2S+1 = 3

Entry from the OMol25 dataset: a gas-phase ion, C3HN2OS (charge +1) (the ωB97M-V functional and the def2-TZVPD basis).

```
8
Properties=species:S:1:pos:R:3:forces:R:3:mulliken_charge:R:1
C 1.9359 -1.6844 0.0008 -1.37 -0.58 -0.54 0.200
C 0.5079 -1.3959 -0.0775 -0.78 0.25 1.33 0.452
C 1.4377 0.7600 0.0660 -2.74 -1.52 -0.36 0.673
N 3.0439 -1.9338 0.0230 1.32 -0.32 0.10 -0.205
N 0.3055 0.0772 0.0301 2.58 1.94 -0.11 -0.123
O -0.3799 -2.1540 0.0033 -0.08 -0.04 -0.56 -0.274
S 2.8381 1.1728 -0.0167 1.94 1.34 0.14 -0.034
H -0.4862 0.7162 -0.0510 -0.88 -1.07 0.00 0.312
```
Forces are in eV/Å.

## Properties
Total charge = +1
LUMO energy = -7.033 eV
HOMO = -17.11 eV
Gap between HOMO and LUMO = 10.08 eV
Energy relative to the best compared isomer or geometry (same formula, charge and spin) = 43.5 kJ/mol

Entry from the OMol25 dataset: a single C4H10N2O molecule (the ωB97M-V functional and the def2-TZVPD basis).

```
17
Properties=species:S:1:pos:R:3:forces:R:3:mulliken_charge:R:1
C -1.1668 0.4619 1.9407 1.30 -1.15 -1.87 -1.022
N -0.1663 0.3258 0.8004 -0.68 1.31 2.22 -0.022
C 0.6301 1.4669 0.6830 -0.58 -2.02 -0.98 0.011
O 0.8582 2.2214 1.5892 0.27 0.59 0.01 -0.551
C -0.6701 -0.3255 -0.3778 -0.07 0.36 -1.35 -0.620
C 0.3709 -1.1632 -1.1157 0.22 -0.29 -0.13 -0.569
N 1.3889 -0.4095 -1.8536 -0.29 0.25 -0.07 -0.526
H -1.3404 -0.5689 2.2407 -0.46 0.19 0.40 0.320
H -0.6839 1.0480 2.6996 -0.13 0.15 0.36 0.370
H -2.0454 0.9398 1.5094 -0.25 0.00 0.42 0.330
H 1.0079 1.4621 -0.3546 0.49 0.77 0.20 0.391
H -1.0987 0.4418 -1.0415 0.04 -0.24 -0.22 0.323
H -1.4948 -1.0057 -0.1625 0.04 0.11 0.55 0.446
H -0.1167 -1.8539 -1.8111 -0.25 0.11 0.17 0.384
H 0.8415 -1.7811 -0.3536 0.13 -0.15 0.07 0.324
H 2.3165 -0.6339 -1.5545 0.41 -0.06 0.33 0.200
H 1.3689 -0.6262 -2.8380 -0.17 0.07 -0.10 0.212
```
Forces are in eV/Å.

## Properties
Total charge = 0
LUMO energy = 0.894 eV
HOMO = -9.21 eV
Gap between HOMO and LUMO = 10.11 eV
SMILES = CN(C=O)CCN
Energy relative to the best compared isomer or geometry (same formula, charge and spin) = 152.9 kJ/mol

Entry from the OMol25 dataset: a molecular structure, C2H4F3NO4SYb (the ωB97M-V functional and the def2-TZVPD basis).

```
16
Properties=species:S:1:pos:R:3:forces:R:3:mulliken_charge:R:1
O -5.2203 -2.7538 -0.6369 2.09 3.64 1.60 -0.530
C -5.8290 -3.9249 -0.1012 -0.44 -0.43 1.16 -0.511
Yb -3.7474 -2.6560 -2.3764 0.23 0.14 -0.10 1.456
H -5.3243 -4.2292 0.8258 -0.22 0.05 -0.28 0.286
H -6.8915 -3.7302 0.0911 0.31 -0.14 -0.05 0.249
H -5.7285 -4.7406 -0.8292 -0.02 0.31 0.06 0.265
O -2.7989 -1.0285 -1.0279 2.61 -1.40 -2.49 -0.386
H -4.8622 -1.9690 0.0609 -1.79 -3.43 -2.21 0.413
N -1.7963 -1.4759 -1.9725 -4.60 1.10 1.37 -0.286
S -0.4817 -1.9596 -1.2144 6.60 0.35 2.31 1.098
O 0.3751 -2.6685 -2.1727 -2.33 1.09 1.20 -0.566
O 0.1279 -0.9534 -0.3387 -1.71 -1.68 -1.79 -0.548
C -1.0186 -3.2895 0.0195 0.56 0.31 0.45 0.684
F -0.0537 -4.1669 0.2287 -0.30 0.49 -0.37 -0.174
F -2.0814 -3.9514 -0.4989 -0.98 -0.48 -0.64 -0.259
F -1.3978 -2.7774 1.1742 -0.03 0.09 -0.22 -0.193
```
Forces are in eV/Å.

## Properties
Total charge = +1
LUMO energy (spin up / spin down) = -5.408 / -6.352 eV
HOMO (spin up / spin down) = -13.98 / -13.91 eV
Gap between HOMO and LUMO (spin up / spin down) = 8.57 / 7.56 eV
Energy relative to the best compared isomer or geometry (same formula, charge and spin) = 11.4 kJ/mol
2S+1 = 2